Here is the ion C4H8NO3 with charge -1 from the Open Molecules 2025 dataset. Energies are from the ωB97M-V functional and the def2-TZVPD basis.

Geometry (Å):
C  0.21  -0.26  0.92
C  -0.99  0.69  0.78
C  -2.33  -0.02  0.73
O  -1.06  1.62  1.88
N  1.33  0.00  0.03
C  1.11  -0.60  -1.34
O  1.94  -0.20  -2.18
O  0.18  -1.41  -1.44
H  0.56  -0.11  1.96
H  -0.10  -1.29  0.81
H  -0.85  1.26  -0.14
H  -2.30  -0.67  -0.13
H  -3.15  0.68  0.88
H  -2.38  -0.69  1.59
H  -0.15  1.81  2.12
H  1.31  0.99  -0.18

The energy above the lowest of the compared OMol25 structures with the same formula, charge and spin comes out at 31.86 kcal/mol. The net charge is -1. As for the total energy: -11911.9124 eV.

Computed Löwdin charges, given in elementary charges: -0.219 -0.421 -0.055 -0.081 0.010 -0.784 -0.083 -0.072 0.106 0.104 0.132 0.074 0.070 0.076 0.068 0.077